Formula: C3H6N2O
Source: OMol25
Level of theory: ωB97M-V/def2-TZVPD

The energy is -8232.6696 eV. For the max |F|, the calculation gives 5.843 eV Å⁻¹. Its SMILES is CN1C(=O)N1C. The value obtained for the HOMO-LUMO gap is 10.693 eV. As for the multiplicity: 1. As for the molecular weight: 86.1 g/mol. The LUMO energy is 0.0352 Ha. For the energy relative to the best compared isomer or geometry (same formula, charge and spin), the calculation gives 92.9 kcal per mole.

XYZ file:
```
12
Properties=species:S:1:pos:R:3:forces:R:3:mulliken_charge:R:1
C -1.009 -0.803 1.112 1.0830 -1.2433 1.3614 0.74
C 1.459 -0.554 0.765 1.6483 -5.5566 0.7372 -0.69
C -1.477 1.324 0.067 -0.4273 -3.1483 1.6030 -0.95
N 0.118 -0.669 0.313 -0.6235 0.5575 -1.4131 -0.26
N -0.671 0.454 0.877 -0.2558 1.8149 0.7695 -0.26
O -1.663 -1.585 1.715 -0.5268 -0.0929 -0.2078 -0.50
H 1.673 -1.137 1.743 -0.5772 0.9508 -1.1926 0.27
H 2.057 -1.141 0.008 -0.1659 0.9826 0.7239 0.25
H 1.807 0.401 0.898 0.5048 2.4203 -0.0555 0.32
H -2.261 1.501 0.720 -2.0626 0.5824 0.9479 0.37
H -1.087 2.203 -0.164 2.3490 3.6739 -1.0314 0.32
H -1.799 0.794 -0.752 -0.9460 -0.9412 -2.2424 0.38
```
Positions in Å, forces in eV/Å.

=====

Formula: C3H6N2O
Source: OMol25
Level of theory: ωB97M-V/def2-TZVPD

The energy is -8233.4694 eV. For the max |F|, the calculation gives 2.393 eV Å⁻¹. Its SMILES is C=C(N)C(N)=O. The value obtained for the HOMO-LUMO gap is 8.079 eV. As for the multiplicity: 1. As for the molecular weight: 86.1 g/mol. The LUMO energy is 0.0206 Ha. For the energy relative to the best compared isomer or geometry (same formula, charge and spin), the calculation gives 74.5 kcal per mole.

XYZ file:
```
12
Properties=species:S:1:pos:R:3:forces:R:3:mulliken_charge:R:1
C -0.885 -0.092 -0.170 -1.1492 -0.1666 -2.0918 0.40
C 0.503 0.037 -0.016 0.7660 -1.4424 -0.4980 0.20
N -1.872 0.574 0.480 0.1152 -0.1237 0.0046 -0.42
N 1.199 0.454 1.124 -0.1197 -0.0004 -0.0877 -0.46
C 0.925 -0.744 -1.122 1.8016 1.1971 0.8032 -0.51
O -1.117 -0.914 -1.142 -1.4045 0.8996 1.5765 -0.60
H -1.658 1.448 0.931 0.0723 -0.0423 -0.0206 0.22
H -2.814 0.442 0.148 0.0643 -0.0778 0.0267 0.25
H 1.074 -0.096 1.964 0.1814 0.0692 -0.0634 0.20
H 2.136 0.789 0.968 -0.1082 -0.2148 0.1286 0.24
H 1.725 -1.479 -1.017 0.3883 0.2301 0.1201 0.27
H 0.786 -0.419 -2.147 -0.6074 -0.3282 0.1021 0.22
```
Positions in Å, forces in eV/Å.

=====

- Which of these has the lowest energy relative to the best compared isomer or geometry (same formula, charge and spin)?
  number 2

=====

- What is the LUMO energy in the second record?
  0.0206 Ha

=====

- Number 1 is which compound?
  C3H6N2O

=====

What did the first record say?
Formula: C3H6N2O
Source: OMol25
Level of theory: ωB97M-V/def2-TZVPD

The energy is -8232.6696 eV. For the max |F|, the calculation gives 5.843 eV Å⁻¹. Its SMILES is CN1C(=O)N1C. The value obtained for the HOMO-LUMO gap is 10.693 eV. As for the multiplicity: 1. As for the molecular weight: 86.1 g/mol. The LUMO energy is 0.0352 Ha. For the energy relative to the best compared isomer or geometry (same formula, charge and spin), the calculation gives 92.9 kcal per mole.

XYZ file:
```
12
Properties=species:S:1:pos:R:3:forces:R:3:mulliken_charge:R:1
C -1.009 -0.803 1.112 1.0830 -1.2433 1.3614 0.74
C 1.459 -0.554 0.765 1.6483 -5.5566 0.7372 -0.69
C -1.477 1.324 0.067 -0.4273 -3.1483 1.6030 -0.95
N 0.118 -0.669 0.313 -0.6235 0.5575 -1.4131 -0.26
N -0.671 0.454 0.877 -0.2558 1.8149 0.7695 -0.26
O -1.663 -1.585 1.715 -0.5268 -0.0929 -0.2078 -0.50
H 1.673 -1.137 1.743 -0.5772 0.9508 -1.1926 0.27
H 2.057 -1.141 0.008 -0.1659 0.9826 0.7239 0.25
H 1.807 0.401 0.898 0.5048 2.4203 -0.0555 0.32
H -2.261 1.501 0.720 -2.0626 0.5824 0.9479 0.37
H -1.087 2.203 -0.164 2.3490 3.6739 -1.0314 0.32
H -1.799 0.794 -0.752 -0.9460 -0.9412 -2.2424 0.38
```
Positions in Å, forces in eV/Å.